Record 1
The following is a quantum chemistry calculation of a molecular structure, C5H8N2O, from the OMol25 dataset.

Cartesian coordinates (Å):
C: -1.063 -0.111 1.221
C: -0.135 0.980 0.767
C: 1.537 0.437 -1.218
N: -0.254 -1.223 1.324
C: 0.550 0.008 -0.182
C: -1.183 -0.421 -0.838
N: 0.733 -1.204 0.456
O: -1.713 0.345 -1.593
H: -0.498 -2.104 1.754
H: -1.896 -0.023 1.907
H: -1.283 -1.530 -0.904
H: -0.652 1.762 0.213
H: 0.505 1.426 1.544
H: 2.362 0.994 -0.765
H: 1.947 -0.425 -1.746
H: 1.044 1.090 -1.940

Computed properties:
total energy = -10339.1512 eV
LUMO = 0.62 eV
frontier orbital gap = 0.32241 Eh

Atom-resolved charges from Mulliken, all expressed in e: C -0.4925; C -0.4095; C -1.3206; N 0.1978; C 0.6820; C 0.0978; N -0.8507; O -0.5240; H 0.2417; H 0.4420; H 0.3580; H 0.2750; H 0.3222; H 0.3145; H 0.3566; H 0.3095

***

Record 2
The following is a quantum chemistry calculation of a molecular structure, C32H35Cl2CrIN4O, from the OMol25 dataset.

Cartesian coordinates (Å):
Cr: -0.342 -0.042 0.273
C: -1.671 -1.494 -2.166
N: -1.840 -0.273 -1.339
C: -3.224 -0.359 -0.798
C: -1.662 0.965 -2.121
C: -2.370 1.154 -3.294
C: -2.176 2.278 -4.084
C: -1.197 3.187 -3.708
C: -0.491 3.017 -2.528
C: -0.757 1.950 -1.657
N: -0.156 1.748 -0.426
C: 0.186 2.726 0.491
C: -0.049 4.103 0.350
C: 0.270 5.008 1.349
C: 0.818 4.574 2.546
C: 1.024 3.212 2.719
C: 0.712 2.293 1.734
N: 0.986 0.857 1.956
C: 2.451 0.689 2.076
C: 0.421 0.337 3.232
H: -2.557 -1.669 -2.782
H: -1.545 -2.344 -1.494
H: -0.820 -1.404 -2.820
H: -3.933 -0.544 -1.610
H: -3.481 0.557 -0.288
H: -3.269 -1.180 -0.082
H: -3.088 0.404 -3.610
H: -2.757 2.423 -4.986
H: -0.974 4.035 -4.346
H: 0.317 3.695 -2.293
H: -0.532 4.471 -0.541
H: 0.074 6.063 1.194
H: 1.074 5.272 3.333
H: 1.431 2.865 3.663
H: 2.808 1.152 3.000
H: 2.953 1.156 1.237
H: 2.706 -0.369 2.101
H: 0.905 0.804 4.096
H: 0.615 -0.737 3.272
H: -0.644 0.502 3.275
Cl: 3.751 -5.353 2.874
C: 2.515 -4.343 2.149
C: 1.202 -4.645 2.414
C: 0.206 -3.827 1.918
I: -1.822 -4.246 2.272
C: 0.487 -2.708 1.104
O: -0.519 -1.930 0.732
C: 1.839 -2.499 0.745
N: 2.158 -1.530 -0.337
C: 3.532 -1.027 -0.280
C: 4.501 -1.731 0.336
C: 4.247 -2.902 1.085
C: 2.908 -3.264 1.319
H: 0.963 -5.502 3.031
H: 3.711 -0.136 -0.866
H: 5.517 -1.349 0.282
H: 5.054 -3.448 1.549
Cl: 2.043 -0.967 -2.954
C: 2.043 -2.199 -1.634
H: 2.920 -2.808 -1.845
H: 1.140 -2.801 -1.696
C: -3.379 1.786 4.283
C: -3.633 2.079 2.797
C: -5.029 1.573 2.401
C: -3.537 3.589 2.545
C: -2.624 1.369 1.995
C: -1.807 0.740 1.353
H: -4.158 2.241 4.903
H: -2.411 2.190 4.586
H: -3.370 0.709 4.462
H: -5.796 2.024 3.037
H: -5.079 0.487 2.498
H: -5.242 1.831 1.361
H: -4.289 4.120 3.136
H: -3.700 3.810 1.488
H: -2.546 3.959 2.816

Computed properties:
total energy = -103327.0827 eV
LUMO (spin up / spin down) = 2.37 / 2.38 eV
frontier orbital gap (spin up / spin down) = 0.17960 / 0.17957 Eh
multiplicity = 4
total charge = -1

Atom-resolved charges from Mulliken, all expressed in e: Cr -0.1200; C -1.1610; N 1.4520; C -1.5476; C 0.6167; C -0.5141; C -0.9490; C -0.7199; C -0.9090; C -0.3637; N 1.2783; C 0.0612; C -0.8366; C -0.9056; C -1.0614; C -0.5352; C 0.0837; N 1.6215; C -1.4550; C -0.8796; H 0.4720; H 0.1911; H 0.3036; H 0.4509; H 0.4307; H 0.2847; H 0.2895; H 0.3997; H 0.3972; H 0.7033; H 0.5860; H 0.3709; H 0.3849; H 0.2627; H 0.4184; H 0.3887; H 0.2562; H 0.4879; H 0.2579; H -0.0016; Cl -0.3234; C 0.7234; C -0.3668; C 0.1552; I -0.1090; C -0.6041; O -0.2151; C -0.0325; N 0.8371; C -0.8731; C -0.4767; C -1.5649; C -0.0888; H 0.3966; H 0.3853; H 0.3736; H 0.3393; Cl -0.2312; C -0.6146; H 0.3889; H 0.3827; C -1.7662; C 1.7579; C -1.7171; C -1.5340; C 1.0112; C -0.8945; H 0.4502; H 0.3210; H 0.3557; H 0.4333; H 0.3356; H 0.3330; H 0.4073; H 0.3064; H 0.2279

***

What F_max values result from the calculations? In sequence: 0.50; 1.15 eV/Å.
What energy relative to the best compared isomer or geometry (same formula, charge and spin) values result from the calculations? In sequence: 3.5749; 2.1537 eV.